Here is a cluster of 2 separate species, C3H9NO2 in total in a non-equilibrium geometry from the Open Molecules 2025 dataset. Energies are from ωB97M-V/def2-TZVPD.

The SMILES is CCC(N)=O.O. For the energy above the lowest of the compared OMol25 structures with the same formula, charge and spin, the calculation gives 19.50 kcal/mol. The calculation puts the total energy at -8842.10953 eV. As for the charge: 0. For the gap between HOMO and LUMO, the calculation gives 9.62 eV.

CARTESIAN COORDINATES (ANGSTROEM)
1 O -0.651 -2.570 -2.600
2 H 1.385 0.240 1.353
3 C -0.681 -0.029 0.482
4 H 0.763 2.173 0.020
5 H -0.896 -1.942 -3.316
6 H 0.741 -1.111 -0.192
7 H -0.817 -1.494 -0.945
8 C 0.586 2.095 1.106
9 H 0.227 -2.923 -2.869
10 C 0.363 0.664 1.384
11 O -1.853 0.278 0.459
12 H 1.473 2.482 1.635
13 N -0.273 -0.984 -0.244
14 H -0.083 0.396 2.361
15 H -0.282 2.724 1.366

***

Here is a cluster of 2 separate species, C3H9NO2 in total in a non-equilibrium geometry from the Open Molecules 2025 dataset. Energies are from ωB97M-V/def2-TZVPD.

The SMILES is NC=O.CCO. For the energy above the lowest of the compared OMol25 structures with the same formula, charge and spin, the calculation gives 25.57 kcal/mol. The calculation puts the total energy at -8841.84648 eV. As for the charge: 0. For the gap between HOMO and LUMO, the calculation gives 10.93 eV.

CARTESIAN COORDINATES (ANGSTROEM)
1 C 1.903 1.072 -0.937
2 H 2.590 0.561 -1.607
3 N -2.287 -1.392 -0.263
4 H 1.669 1.152 1.147
5 C -2.648 -0.383 0.560
6 H 2.708 -0.218 0.673
7 H -2.903 -1.792 -0.942
8 O -1.893 0.150 1.334
9 H 0.258 -0.485 1.224
10 C 1.814 0.349 0.414
11 H 0.875 1.147 -1.278
12 O 0.677 -0.502 0.356
13 H -1.301 -1.611 -0.227
14 H 2.266 2.104 -1.000
15 H -3.729 -0.153 0.545

***

Here is a cluster of 2 separate species, C3H9NO2 in total in a non-equilibrium geometry from the Open Molecules 2025 dataset. Energies are from ωB97M-V/def2-TZVPD.

The SMILES is CCC(N)=O.O. For the energy above the lowest of the compared OMol25 structures with the same formula, charge and spin, the calculation gives 51.71 kcal/mol. The calculation puts the total energy at -8840.71272 eV. As for the charge: 0. For the gap between HOMO and LUMO, the calculation gives 10.07 eV.

CARTESIAN COORDINATES (ANGSTROEM)
1 O -1.017 0.789 0.393
2 H -0.214 -0.819 3.059
3 H -0.004 -0.885 -0.956
4 H 2.021 0.438 1.415
5 C -0.292 -0.087 0.961
6 H -1.830 0.299 -5.944
7 C 0.152 -0.030 2.438
8 H -0.022 -2.054 0.637
9 H -0.137 1.047 2.900
10 O -2.566 0.990 -6.297
11 H -1.972 1.777 -6.559
12 C 1.693 0.047 2.368
13 H 2.087 -0.977 2.352
14 H 2.123 0.643 3.177
15 N -0.022 -1.178 0.057

***

Here is a cluster of 3 separate species, C3H9NO2 in total in a non-equilibrium geometry from the Open Molecules 2025 dataset. Energies are from ωB97M-V/def2-TZVPD.

The SMILES is C=CN=C.O.O. For the energy above the lowest of the compared OMol25 structures with the same formula, charge and spin, the calculation gives 72.23 kcal/mol. The calculation puts the total energy at -8839.82306 eV. As for the charge: 0. For the gap between HOMO and LUMO, the calculation gives 9.65 eV.

CARTESIAN COORDINATES (ANGSTROEM)
1 H 0.353 2.412 3.227
2 N -1.024 0.360 1.511
3 H 2.508 -3.025 -6.098
4 C -0.743 -0.389 0.372
5 H 2.023 -2.813 -4.677
6 H -1.540 -0.491 -0.374
7 C 0.326 -1.213 0.280
8 H 0.714 3.770 2.651
9 H 0.206 -1.938 -0.509
10 C -2.180 0.865 1.651
11 H 1.277 -0.855 0.655
12 H -2.914 0.857 0.839
13 H -2.337 1.621 2.417
14 O 2.496 -2.374 -5.391
15 O 0.836 3.212 3.444

***

Here is a cluster of 2 separate species, C3H9NO2 in total in a non-equilibrium geometry from the Open Molecules 2025 dataset. Energies are from ωB97M-V/def2-TZVPD.

The SMILES is NC=O.CCO. For the energy above the lowest of the compared OMol25 structures with the same formula, charge and spin, the calculation gives 25.83 kcal/mol. The calculation puts the total energy at -8841.83533 eV. As for the charge: 0. For the gap between HOMO and LUMO, the calculation gives 10.38 eV.

CARTESIAN COORDINATES (ANGSTROEM)
1 O -4.386 -0.056 0.748
2 H 3.187 0.001 0.712
3 O 0.679 -0.646 0.301
4 H -2.658 -0.732 1.574
5 H -1.422 -0.321 -0.316
6 C 1.548 0.027 -0.653
7 H 1.989 -0.703 -1.341
8 H 0.980 0.800 -1.172
9 H 0.863 -1.584 0.355
10 H 1.911 1.292 0.890
11 N -2.417 -0.203 -0.406
12 H 3.235 1.446 -0.416
13 C 2.602 0.779 0.210
14 C -3.217 -0.340 0.692
15 H -2.894 0.239 -1.176

***

Here is a cluster of 2 separate species, C3H9NO2P2 in total in a non-equilibrium geometry from the Open Molecules 2025 dataset. Energies are from ωB97M-V/def2-TZVPD.

For the energy above the lowest of the compared OMol25 structures with the same formula, charge and spin, the calculation gives 61.83 kcal/mol. As for the spin multiplicity: 3. The calculation puts the total energy at -27414.70939 eV. As for the charge: 0. For the gap between HOMO and LUMO (alpha / beta), the calculation gives 7.22 / 7.27 eV.

CARTESIAN COORDINATES (ANGSTROEM)
1 P 2.223 -1.794 0.395
2 P 3.274 -0.111 -0.429
3 C 0.584 1.623 0.155
4 C -2.178 -0.626 -0.472
5 H -1.400 0.143 1.451
6 H 0.996 2.551 -0.319
7 H 2.608 -2.850 -0.435
8 N -0.655 1.299 -0.319
9 H 3.391 0.408 0.785
10 O -3.218 -0.483 -1.054
11 H -2.595 1.129 0.425
12 H -0.519 -1.674 0.028
13 O -1.496 -1.737 -0.345
14 H -1.077 1.777 -1.174
15 H 0.851 -1.741 -0.228
16 C -1.661 0.564 0.399
17 H 0.870 1.523 1.135

***

Here is a structure of composition C3H9NO2S in a non-equilibrium geometry from the Open Molecules 2025 dataset. Energies are from ωB97M-V/def2-TZVPD.

For the energy above the lowest of the compared OMol25 structures with the same formula, charge and spin, the calculation gives 10.39 kcal/mol. The calculation puts the total energy at -19675.61464 eV. As for the charge: -2. For the gap between HOMO and LUMO, the calculation gives 5.60 eV.

CARTESIAN COORDINATES (ANGSTROEM)
1 N 0.643 0.429 1.510
2 O 1.060 0.935 -1.319
3 C -0.787 -1.478 1.000
4 C -0.210 -0.184 0.455
5 H 1.081 1.230 1.078
6 H -1.026 0.551 0.401
7 S 0.169 -2.898 1.657
8 O -0.476 2.782 -1.777
9 H -1.143 2.240 -2.225
10 H 1.445 -0.895 -0.584
11 H -1.554 -1.232 1.736
12 C 0.574 -0.278 -0.856
13 H 0.037 -0.933 -1.575
14 H -1.420 -1.915 0.228
15 H 1.360 -0.254 1.741
16 H 0.249 1.902 -1.470

***

Here is a cluster of 2 separate species, C3H9NO2S in total in a non-equilibrium geometry from the Open Molecules 2025 dataset. Energies are from ωB97M-V/def2-TZVPD.

The SMILES is O=CNCCS.O. For the energy above the lowest of the compared OMol25 structures with the same formula, charge and spin, the calculation gives 33.67 kcal/mol. The calculation puts the total energy at -19676.95302 eV. As for the charge: 0. For the gap between HOMO and LUMO, the calculation gives 9.31 eV.

CARTESIAN COORDINATES (ANGSTROEM)
1 S 0.000 0.000 0.000
2 C 1.745 0.033 2.194
3 H -0.518 -0.612 1.086
4 H 2.158 -0.934 0.231
5 H -3.069 -1.529 0.276
6 C 1.685 -0.006 0.605
7 H 2.198 0.850 0.125
8 H 0.650 -2.220 4.432
9 N 1.521 -1.201 2.928
10 H 1.104 0.835 2.608
11 O -0.691 -1.035 3.313
12 C 0.423 -1.548 3.569
13 O -2.834 -2.463 0.073
14 H 2.798 0.301 2.404
15 H -2.881 -2.925 0.941
16 H 2.336 -1.797 3.094

***

Here is a structure of composition C3H9NO2S in a non-equilibrium geometry from the Open Molecules 2025 dataset. Energies are from ωB97M-V/def2-TZVPD.

For the energy above the lowest of the compared OMol25 structures with the same formula, charge and spin, the calculation gives 89.05 kcal/mol. The calculation puts the total energy at -19674.55170 eV. As for the charge: 0. For the gap between HOMO and LUMO, the calculation gives 9.65 eV.

CARTESIAN COORDINATES (ANGSTROEM)
1 H 0.489 1.841 -0.542
2 H 0.340 -1.579 0.551
3 C 0.347 -0.517 0.595
4 H -0.073 -0.217 1.548
5 S 2.652 -0.287 -0.327
6 H -3.427 -1.495 -0.356
7 H -0.258 -0.105 -1.465
8 O -2.391 -1.447 -0.476
9 C -1.987 -0.160 -0.239
10 H 3.780 0.652 -0.822
11 H 3.353 -0.780 0.795
12 H -0.530 1.793 0.566
13 O -2.742 0.713 0.086
14 N -0.369 1.577 -0.293
15 H 1.306 -0.153 0.849
16 C -0.489 0.164 -0.471

***

Here is the molecule C3H9NO2S in a non-equilibrium geometry from the Open Molecules 2025 dataset. Energies are from ωB97M-V/def2-TZVPD.

For the energy above the lowest of the compared OMol25 structures with the same formula, charge and spin, the calculation gives 49.56 kcal/mol. As for the spin multiplicity: 3. The calculation puts the total energy at -19670.04103 eV. As for the charge: 0. For the gap between HOMO and LUMO (alpha / beta), the calculation gives 4.90 / 7.21 eV.

CARTESIAN COORDINATES (ANGSTROEM)
1 O -1.208 -0.398 -1.972
2 H 1.253 -1.821 0.829
3 O 0.703 1.140 -2.499
4 H -2.668 -0.146 -0.521
5 C 0.331 -1.400 0.348
6 N 0.498 -0.132 -0.276
7 H -2.639 1.137 -1.738
8 H -1.154 0.947 -0.377
9 H -0.044 -2.161 -0.289
10 H 1.384 0.759 1.396
11 C -1.941 0.446 -1.089
12 H 1.662 1.612 -0.227
13 H 2.432 -0.045 0.152
14 C 1.579 0.601 0.251
15 H -0.521 -1.248 0.937
16 S 0.409 -0.201 -1.993

***

Here is a cluster of 2 separate species, C3H9NO2S2 in total in a non-equilibrium geometry from the Open Molecules 2025 dataset. Energies are from ωB97M-V/def2-TZVPD.

For the energy above the lowest of the compared OMol25 structures with the same formula, charge and spin, the calculation gives 59.99 kcal/mol. As for the spin multiplicity: 2. The calculation puts the total energy at -30510.85357 eV. As for the charge: -1. For the gap between HOMO and LUMO (alpha / beta), the calculation gives 1.93 / 7.55 eV.

CARTESIAN COORDINATES (ANGSTROEM)
1 H 3.897 0.423 2.163
2 H -1.128 -0.198 0.561
3 C -0.919 -2.010 -2.223
4 H -0.462 -1.235 -2.811
5 N -0.886 -1.648 -0.830
6 H -4.222 3.023 -2.194
7 O -4.648 3.510 -1.533
8 S 2.602 0.174 2.471
9 H -0.848 0.408 -1.015
10 O -1.488 -3.010 -2.500
11 H -5.257 4.062 -2.201
12 C -0.486 -0.364 -0.307
13 S 1.368 1.092 1.230
14 C 1.021 -0.231 0.027
15 H -1.149 -2.288 -0.117
16 H 1.791 -0.081 -0.799
17 H 1.445 -1.204 0.305

***

Here is a cluster of 2 separate species, C3H9NO2Si in total in a non-equilibrium geometry from the Open Molecules 2025 dataset. Energies are from ωB97M-V/def2-TZVPD.

For the energy above the lowest of the compared OMol25 structures with the same formula, charge and spin, the calculation gives 155.94 kcal/mol. The calculation puts the total energy at -16715.90904 eV. As for the charge: 0. For the gap between HOMO and LUMO (alpha / beta), the calculation gives 9.35 / 6.73 eV.

CARTESIAN COORDINATES (ANGSTROEM)
1 H -2.011 -1.276 0.039
2 C -1.084 -1.390 0.524
3 C 1.408 -0.680 -1.444
4 N -3.044 2.587 -0.580
5 H 1.404 1.785 1.018
6 H 1.697 -1.645 -1.337
7 H 1.795 0.345 1.802
8 C 1.013 0.873 1.342
9 H -0.701 -2.335 0.388
10 H -1.088 -1.269 1.697
11 H 0.409 1.034 2.155
12 O -0.594 1.141 -1.011
13 O -2.713 1.513 -0.693
14 H 1.046 -0.513 -2.402
15 Si 0.128 0.012 -0.177
16 H 2.335 -0.183 -1.322